(1)
{"formula": "C29H31AgF6N4O5PSSb", "method": "ωB97M-V/def2-TZVPD", "symbols": ["Ag", "N", "C", "P", "O", "O", "C", "N", "H", "H", "H", "H", "H", "H", "H", "H", "H", "H", "O", "S", "C", "C", "C", "C", "C", "C", "C", "C", "C", "C", "C", "C", "H", "H", "H", "H", "H", "H", "H", "H", "H", "H", "O", "C", "N", "C", "C", "O", "N", "C", "C", "C", "C", "C", "C", "C", "C", "C", "C", "C", "C", "H", "H", "H", "H", "H", "H", "H", "H", "H", "H", "H", "F", "Sb", "F", "F", "F", "F", "F"], "coordinates": [[0.5009, -2.2098, -0.3104], [2.7409, -3.4956, 2.5738], [3.1309, -2.1398, 2.0516], [3.8100, -2.6037, 0.3790], [4.8284, -3.6343, 0.6513], [2.5787, -2.9884, -0.4290], [4.4962, -1.1324, -0.5446], [3.9713, -1.2230, -1.9422], [3.5126, -4.1491, 2.3640], [1.9109, -3.8392, 2.0533], [2.5059, -3.5128, 3.5631], [3.8911, -1.7079, 2.6975], [2.2485, -1.5040, 2.0041], [5.5802, -1.2125, -0.5410], [4.2155, -0.1810, -0.0946], [4.7060, -1.2885, -2.6400], [3.3127, -0.4088, -2.1861], [3.3770, -2.0697, -1.9833], [-1.4368, -1.3285, -0.4924], [-2.1766, -1.5460, 0.8262], [-3.8146, -2.0750, 0.3197], [-4.1584, -2.0733, -1.0195], [-5.4270, -2.5027, -1.3807], [-6.3186, -2.9366, -0.4110], [-5.9520, -2.9400, 0.9282], [-4.6882, -2.5128, 1.3013], [-2.6201, 0.1106, 1.3526], [-2.7356, 1.1167, 0.4092], [-3.0657, 2.3956, 0.8302], [-3.2803, 2.6481, 2.1797], [-3.1663, 1.6255, 3.1128], [-2.8269, 0.3454, 2.7020], [-3.4420, -1.7512, -1.7634], [-5.7144, -2.5029, -2.4236], [-7.3034, -3.2806, -0.6978], [-6.6428, -3.2885, 1.6838], [-4.3896, -2.5272, 2.3430], [-2.5622, 0.8982, -0.6362], [-3.1596, 3.1912, 0.1018], [-3.5377, 3.6476, 2.5047], [-3.3298, 1.8249, 4.1634], [-2.7136, -0.4583, 3.4198], [0.4387, -0.3059, 1.6981], [0.7572, 0.3861, 0.7347], [0.6738, 1.7257, 0.6145], [1.0902, 2.1796, -0.7071], [1.4868, 0.8238, -1.3331], [1.9901, 0.6977, -2.4505], [1.3064, -0.1570, -0.4299], [-0.0636, 2.8788, -1.4039], [-0.8890, 2.2167, -2.3036], [-1.9924, 2.8680, -2.8385], [-2.2757, 4.1762, -2.4754], [-1.4450, 4.8429, -1.5851], [-0.3409, 4.1974, -1.0527], [2.3808, 2.9974, -0.6801], [3.2032, 3.0053, 0.4401], [4.4218, 3.6705, 0.4045], [4.8274, 4.3200, -0.7506], [4.0084, 4.3080, -1.8716], [2.7903, 3.6491, -1.8401], [0.1456, 2.3003, 1.2515], [-0.6652, 1.1972, -2.5972], [-2.6279, 2.3545, -3.5485], [-3.1364, 4.6805, -2.8947], [-1.6487, 5.8700, -1.3113], [0.3219, 4.7162, -0.3695], [2.8870, 2.4977, 1.3433], [5.0493, 3.6814, 1.2865], [5.7801, 4.8321, -0.7784], [4.3177, 4.8103, -2.7790], [2.1551, 3.6296, -2.7161], [1.5701, -5.6258, 0.6234], [-0.2754, -5.2365, 0.5225], [-0.9239, -6.6766, -0.4467], [-0.5965, -5.9930, 2.2051], [-1.9307, -4.3299, 0.5661], [0.3356, -3.6350, 1.6091], [0.0180, -4.3326, -1.1562]], "charge": 1, "e_above_lowest_kcal_mol": 0.0, "total_energy_ha": -3444.881418, "e_homo_ev": [-11.680, -11.687], "multiplicity": 2}

---

(2)
{"formula": "C38H39N4O2V", "method": "ωB97M-V/def2-TZVPD", "symbols": ["V", "C", "C", "C", "C", "C", "N", "C", "C", "C", "N", "C", "C", "C", "C", "C", "C", "C", "C", "N", "C", "C", "C", "N", "C", "C", "C", "C", "O", "C", "O", "H", "H", "H", "H", "H", "H", "H", "H", "H", "H", "H", "H", "H", "H", "H", "H", "H", "H", "H", "H", "H", "H", "H", "H", "H", "H", "H", "H", "C", "C", "C", "C", "C", "C", "C", "C", "C", "C", "C", "C", "C", "C", "H", "H", "H", "H", "H", "H", "H", "H", "H", "H", "H"], "coordinates": [[0.3841, 0.0223, -0.2112], [3.5838, -5.5564, -3.0621], [2.8056, -4.5676, -2.2381], [2.4208, -4.8886, -0.9385], [1.6746, -4.0346, -0.0894], [1.3062, -4.5664, 1.1619], [0.7480, -4.0509, 2.3047], [0.9624, -2.7818, 2.9760], [2.3038, -2.6876, 3.7170], [3.5189, -2.5142, 2.8116], [3.4205, -1.2197, 2.1395], [4.3133, -0.2917, 2.0630], [4.0943, 0.9728, 1.4105], [5.1587, 1.8820, 1.2915], [5.0075, 3.0928, 0.6470], [6.1399, 4.0701, 0.5165], [3.7531, 3.3807, 0.0991], [2.6688, 2.5189, 0.1812], [1.4174, 2.8804, -0.4850], [0.4442, 2.0863, -0.6956], [-0.6949, 2.5710, -1.4824], [-1.0851, 1.5762, -2.5858], [0.0639, 0.7560, -3.1508], [0.4623, -0.2928, -2.1993], [1.1962, -1.2706, -2.6435], [1.6723, -2.4281, -1.9604], [2.4294, -3.3464, -2.7462], [1.3186, -2.7376, -0.6253], [0.6369, -1.9111, 0.1071], [2.8205, 1.2967, 0.8738], [1.8217, 0.4739, 1.0362], [3.9277, -6.3907, -2.4528], [4.4592, -5.0933, -3.5187], [2.9712, -5.9644, -3.8676], [2.7052, -5.8592, -0.5473], [1.4354, -5.6409, 1.2338], [0.4775, -4.7815, 2.9426], [0.1610, -2.6750, 3.7085], [0.8184, -1.9709, 2.2680], [2.4509, -3.5866, 4.3198], [2.2651, -1.8467, 4.4150], [3.5502, -3.2844, 2.0379], [4.4546, -2.5343, 3.3704], [2.5198, -0.9629, 1.7166], [5.2858, -0.4854, 2.5059], [6.1217, 1.6203, 1.7153], [7.0223, 3.7176, 1.0477], [5.8709, 5.0435, 0.9275], [6.4160, 4.2176, -0.5283], [3.6244, 4.3238, -0.4231], [1.3585, 3.9118, -0.8425], [-0.4462, 3.5495, -1.9041], [-1.5345, 2.6898, -0.7949], [-1.5408, 2.1468, -3.3969], [-1.8538, 0.8926, -2.2198], [0.9286, 1.3890, -3.3798], [-0.2557, 0.2796, -4.0798], [1.4912, -1.2222, -3.6951], [2.6873, -3.0652, -3.7602], [-4.2674, 0.3816, 5.1685], [-4.3850, -0.4746, 4.0818], [-3.4555, -0.4397, 3.0554], [-2.3865, 0.4574, 3.0991], [-2.2703, 1.2998, 4.2056], [-3.2039, 1.2697, 5.2289], [-1.3533, 0.5325, 2.0467], [-1.4164, 0.1583, 0.7623], [-2.6298, -0.2815, 0.0498], [-2.6824, -1.5144, -0.6034], [-3.8032, -1.8743, -1.3382], [-4.8800, -1.0063, -1.4458], [-4.8368, 0.2247, -0.8029], [-3.7234, 0.5845, -0.0620], [-4.9988, 0.3521, 5.9650], [-5.2066, -1.1775, 4.0337], [-3.5585, -1.1183, 2.2197], [-1.4369, 1.9914, 4.2585], [-3.1002, 1.9373, 6.0743], [-0.4074, 0.9372, 2.4126], [-1.8431, -2.1957, -0.5216], [-3.8344, -2.8387, -1.8289], [-5.7505, -1.2886, -2.0228], [-5.6769, 0.9035, -0.8742], [-3.6946, 1.5368, 0.4548]], "charge": 1, "e_above_lowest_kcal_mol": 0.0, "total_energy_ha": -2784.779523, "e_homo_ev": [-8.058, -9.883], "multiplicity": 4}

---

(3)
{"formula": "C43H35FeN9O2PS", "method": "ωB97M-V/def2-TZVPD", "symbols": ["Fe", "O", "C", "O", "C", "C", "C", "N", "C", "C", "C", "C", "C", "C", "C", "N", "C", "C", "C", "C", "C", "N", "H", "H", "H", "H", "H", "H", "H", "H", "H", "H", "C", "C", "C", "C", "C", "C", "P", "C", "C", "C", "C", "C", "C", "C", "C", "C", "C", "C", "C", "H", "H", "H", "H", "H", "H", "H", "H", "H", "H", "H", "H", "H", "H", "H", "N", "C", "N", "C", "C", "C", "C", "C", "C", "S", "H", "H", "H", "H", "H", "H", "N", "C", "N", "N", "C", "N", "H", "H", "H", "H"], "coordinates": [[-0.2837, 0.6552, 0.1289], [-5.6294, 3.6231, 2.9820], [-4.4798, 4.0173, 3.2164], [-4.0159, 4.9216, 3.9178], [-3.4219, 3.2022, 2.4811], [-2.4452, 3.8165, 1.6965], [-1.5243, 3.0354, 1.0255], [-1.5663, 1.7019, 1.0858], [-2.4642, 1.0941, 1.8667], [-3.4051, 1.8111, 2.5790], [-2.3797, -0.3843, 1.7627], [-3.1907, -1.2296, 2.5022], [-3.0928, -2.5989, 2.3096], [-2.1790, -3.0706, 1.3802], [-1.4032, -2.1593, 0.6828], [-1.4863, -0.8390, 0.8489], [-0.2980, 3.5144, 0.3405], [0.0430, 4.8560, 0.2559], [1.3052, 5.2040, -0.1935], [2.2025, 4.1942, -0.5137], [1.7789, 2.8801, -0.4279], [0.5437, 2.5300, -0.0546], [-2.4057, 4.8960, 1.6717], [-4.1629, 1.3268, 3.1776], [-3.8935, -0.8143, 3.2088], [-3.7228, -3.2784, 2.8671], [-2.0580, -4.1261, 1.1853], [-0.6874, -2.5152, -0.0419], [-0.6648, 5.6093, 0.5676], [1.5916, 6.2438, -0.2678], [3.2126, 4.4095, -0.8293], [2.4475, 2.0682, -0.6864], [5.4669, 0.6919, -2.4979], [5.2509, 0.5681, -1.1346], [4.0416, 0.0799, -0.6605], [3.0221, -0.2999, -1.5330], [3.2524, -0.1605, -2.9019], [4.4600, 0.3267, -3.3790], [1.3856, -0.8841, -0.8830], [0.7926, -1.9359, -2.2638], [1.6600, -2.8159, -2.9195], [1.2036, -3.6331, -3.9375], [-0.1328, -3.5917, -4.3198], [-1.0062, -2.7363, -3.6706], [-0.5447, -1.9157, -2.6481], [1.9246, -2.1709, 0.3358], [1.6390, -3.5243, 0.1586], [2.0335, -4.4709, 1.0946], [2.7298, -4.0874, 2.2288], [3.0117, -2.7436, 2.4279], [2.6038, -1.8003, 1.4987], [6.4109, 1.0649, -2.8709], [6.0236, 0.8473, -0.4313], [3.9131, 0.0050, 0.4097], [2.4862, -0.4371, -3.6113], [4.6136, 0.4117, -4.4463], [2.7022, -2.8652, -2.6288], [1.8902, -4.3063, -4.4324], [-0.4880, -4.2295, -5.1178], [-2.0491, -2.6972, -3.9557], [-1.2442, -1.2651, -2.1451], [1.0968, -3.8626, -0.7129], [1.7997, -5.5131, 0.9247], [3.0526, -4.8276, 2.9486], [3.5527, -2.4229, 3.3088], [2.8233, -0.7624, 1.6989], [0.5516, 1.4016, -2.9794], [-0.7817, 1.2112, -2.8481], [-1.3978, 0.9931, -1.7146], [-2.7812, 0.8052, -1.9851], [-3.8169, 0.6364, -1.0732], [-5.1146, 0.4653, -1.5216], [-5.4185, 0.4529, -2.8805], [-4.4120, 0.6380, -3.8080], [-3.1178, 0.8172, -3.3423], [-1.7162, 1.1560, -4.3039], [1.0428, 1.8049, -2.2019], [0.8907, 1.6835, -3.8848], [-3.6487, 0.6707, -0.0157], [-5.9049, 0.3611, -0.7910], [-6.4396, 0.3226, -3.2088], [-4.6226, 0.6569, -4.8684], [2.4448, -0.0691, 6.0065], [1.7151, -0.1976, 4.8915], [0.8351, -1.2104, 4.8120], [1.9244, 0.6736, 3.9238], [1.2316, 0.5820, 2.8286], [0.6548, 0.5352, 1.8273], [2.2663, -0.6172, 6.8285], [3.0411, 0.7371, 6.0813], [0.6549, -1.8234, 5.5869], [0.2766, -1.3182, 3.9817]], "charge": 1, "e_above_lowest_kcal_mol": 9.2, "total_energy_ha": -4306.101274, "e_homo_ev": -9.547}

---

(4)
{"formula": "CH3NO3", "method": "ωB97M-V/def2-TZVPD", "symbols": ["C", "N", "O", "O", "O", "H", "H", "H"], "coordinates": [[0.5772, -0.7583, -0.4509], [-0.1356, 0.3183, -0.4294], [1.5111, -1.2101, 0.1567], [0.0458, 1.4413, 1.6856], [-1.2883, 0.6242, -1.0133], [0.3997, -1.4713, -1.3211], [0.8201, 1.0663, 2.1275], [-1.9301, -0.0104, -0.7550]], "charge": 0, "e_above_lowest_kcal_mol": 16.7, "total_energy_ha": -320.129900, "e_homo_ev": [-9.786, -9.976], "multiplicity": 3}